(1)
Here is a gas-phase ion, C19H25FN3O2 (charge +1) from OMol25. Energies are from ωB97M-V/def2-TZVPD.

```
50
Properties=species:S:1:pos:R:3:mulliken_charge:R:1
C 7.00202 1.75758 0.44325 -0.856
O 5.67991 2.05096 0.84234 -0.440
C 4.68754 1.21021 0.50067 0.763
C 4.83978 0.04291 -0.24476 -0.425
C 3.73777 -0.74128 -0.53489 -0.970
C 2.46841 -0.39632 -0.09493 -0.186
C 1.29334 -1.29222 -0.39365 0.216
C 0.66551 -1.76236 0.93727 -1.192
N -0.54098 -2.55104 0.72649 -0.134
C -1.70148 -2.16797 1.51335 -1.138
C -2.31121 -0.86574 0.99862 0.839
O -1.64040 0.03311 0.50635 -0.753
N -3.64302 -0.77128 1.14247 -0.118
C -4.41396 0.31591 0.66754 0.057
C -5.40473 0.87308 1.46778 -0.483
C -6.16587 1.93162 1.00761 -0.739
C -5.94739 2.45056 -0.25828 -0.441
C -4.97783 1.89721 -1.07565 -0.766
C -4.22871 0.83322 -0.61165 0.815
F -3.32199 0.26683 -1.44161 -0.164
N 0.23683 -0.62516 -1.23322 0.287
C 0.71807 0.48396 -2.06626 -0.905
C -0.47326 -1.60105 -2.07366 -1.055
C 2.31966 0.77292 0.65330 -0.127
C 3.40636 1.56407 0.94228 -0.904
H 7.34393 0.80721 0.86271 0.352
H 7.09435 1.73429 -0.64635 0.347
H 7.61277 2.56642 0.83909 0.248
H 5.80873 -0.26471 -0.60194 0.440
H 3.87955 -1.64437 -1.11086 0.382
H 1.64556 -2.16103 -0.95808 0.511
H 0.42173 -0.88119 1.53273 0.410
H 1.43687 -2.31978 1.48003 0.459
H -0.35386 -3.53835 0.84831 0.311
H -2.44092 -2.96688 1.43677 0.550
H -1.46759 -2.01798 2.58182 0.302
H -4.13415 -1.45440 1.70196 0.294
H -5.57002 0.47113 2.45597 0.373
H -6.92953 2.35337 1.64120 0.399
H -6.53746 3.27934 -0.61472 0.399
H -4.80210 2.26821 -2.07262 0.432
H -0.47814 -0.25373 -0.54333 0.448
H -0.11649 0.87993 -2.64105 0.345
H 1.48967 0.13065 -2.74935 0.400
H 1.12949 1.27960 -1.45175 0.391
H 0.18717 -1.96763 -2.85828 0.451
H -0.80704 -2.42902 -1.45243 0.358
H -1.34058 -1.12512 -2.52657 0.349
H 1.34502 1.07519 1.00851 0.411
H 3.29866 2.46913 1.51748 0.455
```

HOMO energy   -0.4117 hartree
ΔE to the lowest compared entry with this formula, charge and spin   0.0 kJ/mol
DFT total energy   -31386.01985 eV
SMILES   COc1ccc([C@@H](CNCC(=O)Nc2ccccc2F)[NH+](C)C)cc1
Strongest force on any atom   0.0172 Eh/bohr
Net charge   +1

---

(2)
Here is a molecular structure, C6H12 from OMol25. Energies are from ωB97M-V/def2-TZVPD.

```
18
Properties=species:S:1:pos:R:3:mulliken_charge:R:1
C 0.96375 1.59989 0.15749 -1.531
C 0.22036 0.30912 0.07074 1.164
C -0.95651 0.57206 -1.42585 -1.443
C 0.89918 -1.05979 -0.12748 -0.964
C -0.01148 -1.76034 0.89897 -0.372
C -0.61326 -0.35359 1.18845 -0.749
H 0.22528 2.39999 0.15345 0.360
H 1.59354 1.66829 1.05136 0.426
H 1.61323 1.71031 -0.72074 0.307
H -1.70008 1.29982 -1.09338 0.423
H -1.55471 -0.30047 -1.80932 0.369
H -0.48830 0.98859 -2.34668 0.358
H 0.21677 -0.76664 -0.95963 0.203
H 1.89747 -1.34680 -0.46872 0.404
H 0.40213 -2.26574 1.78613 0.289
H -0.69502 -2.47338 0.42063 0.222
H -0.32808 0.00430 2.18408 0.275
H -1.68425 -0.22563 1.04050 0.259
```

HOMO energy   -0.3062 hartree
ΔE to the lowest compared entry with this formula, charge and spin   416.4 kJ/mol
DFT total energy   -6412.62472 eV
Strongest force on any atom   0.0757 Eh/bohr

---

(3)
Here is 2 unconnected molecules or ions with the total composition CH2IO3P from OMol25. Energies are from ωB97M-V/def2-TZVPD.

```
8
Properties=species:S:1:pos:R:3:mulliken_charge:R:1
C 0.19903 0.85630 1.60933 -0.574
O -0.83847 -0.83631 -2.37331 -0.650
O 1.62929 -0.58068 -1.48041 -0.629
O 0.09772 -2.58484 -0.75603 -0.639
P 0.30805 -1.30398 -1.52148 0.917
I -1.43144 2.15027 2.64713 -0.528
H 0.65520 1.66515 1.01540 0.091
H -0.61937 0.63410 0.85937 0.012
```

HOMO energy   -0.0017 hartree
ΔE to the lowest compared entry with this formula, charge and spin   48.7 kJ/mol
DFT total energy   -24601.83605 eV
Strongest force on any atom   0.0285 Eh/bohr
Net charge   -2

---

(4)
Here is 2 unconnected molecules or ions with the total composition C2H9NO from OMol25. Energies are from ωB97M-V/def2-TZVPD.

```
13
Properties=species:S:1:pos:R:3:mulliken_charge:R:1
C 0.35723 2.05848 -1.80677 -0.712
N -0.36784 2.84763 -0.82677 -0.573
H 0.93056 2.43983 -2.87163 0.232
H 1.26535 1.63935 -1.35512 0.260
H -0.16469 1.15466 -2.05381 0.301
H -0.28521 2.34701 0.03012 0.242
H 0.21465 3.65384 -0.59427 0.250
C -0.14286 -2.85371 1.40460 -0.590
O -0.60829 -1.74399 2.07482 -0.447
H 1.03074 -2.81174 1.50545 0.186
H -0.33796 -3.85141 1.74337 0.292
H -0.46809 -2.88180 0.42231 0.288
H -1.42360 -1.99815 2.32769 0.272
```

HOMO energy   -0.3456 hartree
ΔE to the lowest compared entry with this formula, charge and spin   212.1 kJ/mol
DFT total energy   -5755.32498 eV
SMILES   CN.CO
Strongest force on any atom   0.0949 Eh/bohr

---

> Look up the strongest force on any atom of the fourth one.

0.0949 Eh/bohr

---

Please write out number 2 again, unchanged.
Here is a molecular structure, C6H12 from OMol25. Energies are from ωB97M-V/def2-TZVPD.

```
18
Properties=species:S:1:pos:R:3:mulliken_charge:R:1
C 0.96375 1.59989 0.15749 -1.531
C 0.22036 0.30912 0.07074 1.164
C -0.95651 0.57206 -1.42585 -1.443
C 0.89918 -1.05979 -0.12748 -0.964
C -0.01148 -1.76034 0.89897 -0.372
C -0.61326 -0.35359 1.18845 -0.749
H 0.22528 2.39999 0.15345 0.360
H 1.59354 1.66829 1.05136 0.426
H 1.61323 1.71031 -0.72074 0.307
H -1.70008 1.29982 -1.09338 0.423
H -1.55471 -0.30047 -1.80932 0.369
H -0.48830 0.98859 -2.34668 0.358
H 0.21677 -0.76664 -0.95963 0.203
H 1.89747 -1.34680 -0.46872 0.404
H 0.40213 -2.26574 1.78613 0.289
H -0.69502 -2.47338 0.42063 0.222
H -0.32808 0.00430 2.18408 0.275
H -1.68425 -0.22563 1.04050 0.259
```

HOMO energy   -0.3062 hartree
ΔE to the lowest compared entry with this formula, charge and spin   416.4 kJ/mol
DFT total energy   -6412.62472 eV
Strongest force on any atom   0.0757 Eh/bohr

---

> The highest ΔE to the lowest compared entry with this formula, charge and spin belongs to which entry?

C6H12

---

What did the first record say?
Here is a gas-phase ion, C19H25FN3O2 (charge +1) from OMol25. Energies are from ωB97M-V/def2-TZVPD.

```
50
Properties=species:S:1:pos:R:3:mulliken_charge:R:1
C 7.00202 1.75758 0.44325 -0.856
O 5.67991 2.05096 0.84234 -0.440
C 4.68754 1.21021 0.50067 0.763
C 4.83978 0.04291 -0.24476 -0.425
C 3.73777 -0.74128 -0.53489 -0.970
C 2.46841 -0.39632 -0.09493 -0.186
C 1.29334 -1.29222 -0.39365 0.216
C 0.66551 -1.76236 0.93727 -1.192
N -0.54098 -2.55104 0.72649 -0.134
C -1.70148 -2.16797 1.51335 -1.138
C -2.31121 -0.86574 0.99862 0.839
O -1.64040 0.03311 0.50635 -0.753
N -3.64302 -0.77128 1.14247 -0.118
C -4.41396 0.31591 0.66754 0.057
C -5.40473 0.87308 1.46778 -0.483
C -6.16587 1.93162 1.00761 -0.739
C -5.94739 2.45056 -0.25828 -0.441
C -4.97783 1.89721 -1.07565 -0.766
C -4.22871 0.83322 -0.61165 0.815
F -3.32199 0.26683 -1.44161 -0.164
N 0.23683 -0.62516 -1.23322 0.287
C 0.71807 0.48396 -2.06626 -0.905
C -0.47326 -1.60105 -2.07366 -1.055
C 2.31966 0.77292 0.65330 -0.127
C 3.40636 1.56407 0.94228 -0.904
H 7.34393 0.80721 0.86271 0.352
H 7.09435 1.73429 -0.64635 0.347
H 7.61277 2.56642 0.83909 0.248
H 5.80873 -0.26471 -0.60194 0.440
H 3.87955 -1.64437 -1.11086 0.382
H 1.64556 -2.16103 -0.95808 0.511
H 0.42173 -0.88119 1.53273 0.410
H 1.43687 -2.31978 1.48003 0.459
H -0.35386 -3.53835 0.84831 0.311
H -2.44092 -2.96688 1.43677 0.550
H -1.46759 -2.01798 2.58182 0.302
H -4.13415 -1.45440 1.70196 0.294
H -5.57002 0.47113 2.45597 0.373
H -6.92953 2.35337 1.64120 0.399
H -6.53746 3.27934 -0.61472 0.399
H -4.80210 2.26821 -2.07262 0.432
H -0.47814 -0.25373 -0.54333 0.448
H -0.11649 0.87993 -2.64105 0.345
H 1.48967 0.13065 -2.74935 0.400
H 1.12949 1.27960 -1.45175 0.391
H 0.18717 -1.96763 -2.85828 0.451
H -0.80704 -2.42902 -1.45243 0.358
H -1.34058 -1.12512 -2.52657 0.349
H 1.34502 1.07519 1.00851 0.411
H 3.29866 2.46913 1.51748 0.455
```

HOMO energy   -0.4117 hartree
ΔE to the lowest compared entry with this formula, charge and spin   0.0 kJ/mol
DFT total energy   -31386.01985 eV
SMILES   COc1ccc([C@@H](CNCC(=O)Nc2ccccc2F)[NH+](C)C)cc1
Strongest force on any atom   0.0172 Eh/bohr
Net charge   +1